Record 1
{"formula": "C5H23N2O5S", "method": "the ωB97M-V functional and the def2-TZVPD basis", "homo_ev": [-9.6, -9.6], "lumo_ha": [0.001, -0.109], "multiplicity": 2, "species": ["C", "C", "S", "C", "N", "C", "C", "N", "H", "H", "H", "H", "H", "H", "H", "H", "H", "H", "H", "H", "H", "H", "H", "O", "H", "H", "O", "H", "H", "O", "H", "H", "O", "H", "H", "O"], "positions_angstrom": [[0.924, 2.477, 0.370], [1.822, 1.248, 0.312], [1.349, -0.003, 1.570], [-0.548, 2.153, 0.939], [-1.641, 1.947, -0.002], [-1.388, 0.714, -0.849], [-0.799, 1.037, -2.264], [-1.243, 0.089, -3.302], [1.363, 3.416, 0.833], [0.752, 2.809, -0.769], [2.860, 1.494, 0.563], [1.844, 0.599, -0.640], [-0.633, 1.269, 1.715], [-0.796, 3.016, 1.504], [-1.809, 2.759, -0.601], [-0.747, -0.013, -0.396], [-2.365, 0.269, -0.965], [0.284, 1.072, -2.350], [-0.962, 2.015, -2.512], [-2.163, -0.372, -3.146], [-0.631, -0.670, -3.523], [-3.220, 0.922, 1.622], [-2.495, -0.406, 1.936], [-3.285, 0.143, 2.109], [3.232, 0.149, -1.419], [3.106, -1.207, -0.582], [3.598, -0.668, -1.125], [1.523, -1.716, -2.233], [0.542, -1.994, -3.356], [1.326, -2.356, -2.909], [1.207, -2.320, 1.552], [0.427, -1.833, 2.764], [0.484, -2.572, 2.216], [-1.723, -2.158, 0.719], [-1.328, -2.674, 2.113], [-2.090, -2.598, 1.475]], "forces_ev_per_angstrom": [[-1.691, 0.675, -2.484], [0.160, -1.338, -0.017], [1.047, 0.806, -0.405], [0.253, -0.395, 0.532], [1.259, -1.535, -0.453], [-0.503, 2.213, -1.032], [0.214, -3.251, 0.486], [-1.465, -0.001, 0.043], [-0.338, -1.556, -0.122], [0.310, -0.563, 2.363], [-0.041, -0.132, -0.163], [-0.590, 1.878, 1.318], [0.660, 1.655, -1.563], [-0.392, 0.829, 0.754], [0.193, -0.377, 0.239], [0.369, -0.280, 0.882], [-0.228, -0.365, -0.364], [0.486, -0.598, 0.615], [-1.518, 2.594, -0.898], [0.880, 0.959, 0.102], [0.541, 0.156, 0.130], [0.490, 2.059, -1.476], [-0.787, 0.283, -0.010], [0.184, -2.356, 1.455], [-0.644, 0.335, 0.103], [-2.141, -1.172, 1.884], [3.323, 0.480, -2.199], [0.309, 0.401, 0.391], [0.516, -0.450, 0.217], [-0.658, -0.135, -0.633], [-1.666, -0.636, 1.432], [0.011, 1.827, 1.644], [1.844, -1.879, -2.382], [0.395, 0.109, -0.564], [-0.964, -0.141, -1.362], [0.180, -0.096, 1.535]]}

Record 2
{"formula": "C4H11NO3", "method": "the ωB97M-V functional and the def2-TZVPD basis", "homo_ev": -9.6, "lumo_ha": 0.012, "multiplicity": 1, "smiles": "CN1CO1.COOC", "species": ["C", "N", "C", "O", "H", "H", "H", "H", "H", "C", "O", "O", "C", "H", "H", "H", "H", "H", "H"], "positions_angstrom": [[-1.453, -2.462, -1.951], [-1.014, -1.307, -1.187], [-0.062, -1.563, -0.169], [-1.397, -1.426, 0.214], [-2.488, -2.301, -2.249], [-0.829, -2.512, -2.844], [-1.375, -3.402, -1.395], [0.353, -2.567, -0.073], [0.599, -0.741, 0.088], [2.571, 1.888, 1.113], [1.504, 1.044, 1.190], [0.309, 2.163, 1.037], [-1.000, 1.753, 0.791], [2.022, 2.873, 0.893], [3.083, 2.001, 2.077], [3.222, 1.646, 0.264], [-1.666, 2.507, 1.216], [-1.175, 1.618, -0.282], [-1.203, 0.788, 1.269]], "forces_ev_per_angstrom": [[-0.082, -0.133, 0.169], [0.184, 0.377, -0.454], [0.377, -0.064, -0.053], [-0.432, -0.247, 0.342], [0.030, -0.050, -0.029], [-0.026, 0.020, 0.001], [0.005, 0.046, 0.027], [-0.080, 0.036, -0.042], [-0.001, -0.061, 0.019], [-0.209, 2.465, -0.368], [-3.434, 0.180, -0.245], [1.830, -0.399, 0.597], [0.042, -1.553, -0.375], [1.667, -0.732, 0.168], [0.115, -0.199, -0.222], [0.029, -0.040, 0.263], [0.198, 0.068, 0.038], [-0.100, 0.097, 0.082], [-0.113, 0.189, 0.080]]}